Below is 9 unconnected molecules or ions with the total composition C31H54O27 at a distorted geometry, with properties calculated with ωB97M-V/def2-TZVPD.

Bonds (Å) are listed after each position.
Atoms and positions in Å:
1 C -3.16714 -11.89097 17.57101  C2 1.495, H8 1.016, H9 1.083, H10 1.122
2 C -2.62327 -13.26401 17.33964  C1 1.495, C3 1.580, O7 1.396, H11 1.118
3 C -3.19365 -13.98138 16.05267  C2 1.580, O4 1.407, H12 1.142, H13 1.155
4 O -2.00847 -14.47898 15.48060  C3 1.407, C5 1.304
5 C -0.97666 -13.88798 16.01518  O4 1.304, O6 1.250, O7 1.320
6 O 0.20765 -13.94276 15.61947  C5 1.250
7 O -1.23923 -13.29014 17.16260  C2 1.396, C5 1.320
8 H -2.98498 -11.40321 18.44347  C1 1.016
9 H -4.24534 -11.92450 17.47708  C1 1.083
10 H -3.01151 -11.10191 16.78926  C1 1.122
11 H -2.88736 -13.84403 18.25775  C2 1.118
12 H -3.57752 -13.10318 15.43258  C3 1.142
13 H -4.11228 -14.67575 16.14248  C3 1.155
14 C -6.66487 -9.32277 19.66508  C15 1.567, H21 1.145, H22 1.100, H23 1.105
15 C -6.14707 -8.82695 18.27192  C14 1.567, C16 1.475, O20 1.372, H24 1.043
16 C -6.12423 -7.35343 18.19943  C15 1.475, O17 1.394, H25 1.071, H26 1.069
17 O -4.79173 -7.08680 17.88663  C16 1.394, C18 1.328
18 C -4.03527 -8.17808 17.88501  O17 1.328, O19 1.250, O20 1.340
19 O -2.80448 -8.22064 17.67107  C18 1.250
20 O -4.82778 -9.20273 18.22961  C15 1.372, C18 1.340
21 H -5.87325 -9.25506 20.49013  C14 1.145
22 H -6.99369 -10.35287 19.46544  C14 1.100
23 H -7.69352 -9.00643 19.91433  C14 1.105
24 H -6.75053 -9.12343 17.47505  C15 1.043
25 H -6.56873 -6.86063 19.04009  C16 1.071
26 H -6.69237 -7.11846 17.32458  C16 1.069
27 C 0.79353 -3.60341 18.02230  C28 1.539, H34 1.118, H35 1.111, H36 1.091
28 C 0.82475 -5.07237 17.56568  C27 1.539, C29 1.540, O33 1.342, H37 1.160
29 C -0.51026 -5.53681 16.95543  C28 1.540, O30 1.415, H38 1.055, H39 1.072
30 O -0.12462 -5.67569 15.60145  C29 1.415, C31 1.341
31 C 1.20917 -5.57424 15.51219  O30 1.341, O32 1.228, O33 1.294
32 O 1.85828 -5.87707 14.51529  C31 1.228
33 O 1.77189 -5.25302 16.63173  C28 1.342, C31 1.294
34 H 1.88583 -3.37289 18.07774  C27 1.118
35 H 0.27326 -3.58153 19.00393  C27 1.111
36 H 0.50369 -3.03117 17.13998  C27 1.091
37 H 0.92065 -5.82941 18.43942  C28 1.160
38 H -1.29498 -4.86299 17.16411  C29 1.055
39 H -0.89593 -6.50093 17.22079  C29 1.072
40 C 1.26232 -11.72748 18.88429  C41 1.560, H47 1.123, H48 1.091, H49 1.093
41 C 0.71089 -10.97565 17.63337  C40 1.560, C42 1.547, O46 1.434, H50 1.083
42 C -0.35914 -9.87385 17.82120  C41 1.547, O43 1.480, H51 1.043, H52 1.121
43 O 0.40629 -8.70880 17.32426  C42 1.480, C44 1.329
44 C 1.69736 -8.94916 17.11852  O43 1.329, O45 1.217, O46 1.333
45 O 2.55885 -8.09018 17.09501  C44 1.217
46 O 1.86625 -10.27095 17.15792  C41 1.434, C44 1.333
47 H 0.43413 -12.18940 19.48576  C40 1.123
48 H 1.82280 -10.98682 19.45623  C40 1.091
49 H 1.92615 -12.57174 18.68139  C40 1.093
50 H 0.36513 -11.54690 16.78064  C41 1.083
51 H -0.79373 -9.78500 18.76534  C42 1.043
52 H -1.11143 -10.11149 17.02485  C42 1.121
53 C -9.37956 -13.08703 17.05789  O54 1.459, H59 1.079, H60 1.092, H61 1.125
54 O -8.76398 -11.95061 16.38140  C53 1.459, C55 1.336
55 C -9.31451 -10.73980 16.50868  O54 1.336, O56 1.362, O57 1.281
56 O -10.38200 -10.46212 17.30824  C55 1.362
57 O -8.67774 -9.89185 15.78954  C55 1.281, C58 1.434
58 C -9.15730 -8.54066 15.77747  O57 1.434, H62 1.091, H63 1.086, H64 1.117
59 H -8.63646 -13.84459 17.25555  C53 1.079
60 H -10.00397 -13.39188 16.21572  C53 1.092
61 H -9.91348 -12.81445 18.01004  C53 1.125
62 H -8.91894 -7.96774 14.88025  C58 1.091
63 H -8.59639 -8.08098 16.58523  C58 1.086
64 H -10.25894 -8.36314 15.71945  C58 1.117
65 C -2.00694 -6.03059 20.48394  O66 1.399, H71 1.028, H72 1.086, H73 1.099
66 O -2.52435 -5.30809 19.40332  C65 1.399, C67 1.369
67 C -3.64882 -4.53874 19.53444  O66 1.369, O68 1.461, O69 1.301
68 O -4.34368 -4.36439 20.80721  C67 1.461
69 O -4.21450 -4.08747 18.45334  C67 1.301, C70 1.444
70 C -5.48726 -3.45037 18.69415  O69 1.444, H74 1.141, H75 1.118, H76 1.071
71 H -2.64960 -6.78700 20.75334  C65 1.028
72 H -1.76805 -5.44260 21.36516  C65 1.086
73 H -1.12075 -6.62192 20.21343  C65 1.099
74 H -6.21864 -4.17258 19.19054  C70 1.141
75 H -6.01996 -3.06561 17.78921  C70 1.118
76 H -5.39867 -2.67041 19.42264  C70 1.071
77 C -5.09860 -2.40960 11.30790  O78 1.391, H83 1.072, H84 1.014, H85 1.141
78 O -4.32807 -3.11812 12.22399  C77 1.391, C79 1.279
79 C -4.89146 -3.67695 13.22729  O78 1.279, O80 1.376, O81 1.356
80 O -6.23360 -3.46666 13.44492  C79 1.376
81 O -4.17282 -4.41093 14.11280  C79 1.356, C82 1.437
82 C -4.72258 -5.06118 15.26998  O81 1.437, H86 1.109, H87 1.109, H88 1.152
83 H -5.84038 -1.79203 11.77439  C77 1.072
84 H -5.51850 -3.03771 10.63228  C77 1.014
85 H -4.45098 -1.78781 10.60420  C77 1.141
86 H -4.66345 -4.32017 16.09343  C82 1.109
87 H -4.03037 -5.82094 15.68540  C82 1.109
88 H -5.73888 -5.60289 15.23854  C82 1.152
89 C -8.69962 -4.35706 15.77496  O90 1.380, H95 1.114, H96 1.112, H97 1.074
90 O -9.74489 -5.21292 16.05872  C89 1.380, C91 1.273
91 C -10.84128 -5.10426 15.42015  O90 1.273, O92 1.437, O93 1.338
92 O -11.03589 -4.14943 14.36357  C91 1.437
93 O -11.87944 -5.90550 15.68350  C91 1.338, C94 1.470
94 C -13.08418 -5.57096 14.90983  O93 1.470, H98 1.070, H99 1.042, H100 1.096
95 H -8.22287 -4.51884 14.78096  C89 1.114
96 H -7.88382 -4.49821 16.51742  C89 1.112
97 H -8.94510 -3.31206 15.74869  C89 1.074
98 H -13.29232 -4.52330 14.85003  C94 1.070
99 H -13.94224 -6.10830 15.15748  C94 1.042
100 H -12.73004 -5.80684 13.89954  C94 1.096
101 C -10.83122 -6.85900 18.53763  O102 1.455, H107 1.063, H108 1.089, H109 1.114
102 O -10.88728 -5.44344 18.86728  C101 1.455, C103 1.344
103 C -9.73334 -4.79348 19.09670  O102 1.344, O104 1.337, O105 1.355
104 O -8.60006 -5.47292 18.89302  C103 1.337
105 O -9.88513 -3.50070 19.47390  C103 1.355, C106 1.348
106 C -8.85606 -2.72729 19.87503  O105 1.348, H110 1.122, H111 1.105, H112 1.021
107 H -10.27906 -7.04866 17.64943  C101 1.063
108 H -11.85314 -7.13939 18.28746  C101 1.089
109 H -10.37234 -7.49226 19.33050  C101 1.114
110 H -9.33232 -1.81613 20.32320  C106 1.122
111 H -8.04232 -2.59204 19.13917  C106 1.105
112 H -8.52496 -3.27442 20.67080  C106 1.021

Energy relative to the best compared isomer or geometry (same formula, charge and spin), kJ/mol: 987.6
LUMO energy, eV: -0.15
DFT total energy, a.u.: -3244.7842
Charge: 0
Kohn-Sham gap, Eh: 0.355
SMILES: C[C@H]1COC(=O)O1.C[C@H]1COC(=O)O1.C[C@H]1COC(=O)O1.C[C@H]1COC(=O)O1.COC(=O)OC.COC(=O)OC.COC(=O)OC.COC(=O)OC.COC(=O)OC

Löwdin population analysis, charges in e, atoms 1 to 99: number 1, C, carries -0.04; number 2, C, carries -0.31; number 3, C, carries -0.07; number 4, O, carries 0.10; number 5, C, carries -0.56; number 6, O, carries 0.11; number 7, O, carries 0.09; number 8, H, carries 0.05; number 9, H, carries 0.09; number 10, H, carries 0.10; number 11, H, carries 0.16; number 12, H, carries 0.14; number 13, H, carries 0.16; number 14, C, carries 0.01; number 15, C, carries -0.33; number 16, C, carries -0.11; number 17, O, carries 0.08; number 18, C, carries -0.47; number 19, O, carries 0.11; number 20, O, carries 0.09; number 21, H, carries 0.13; number 22, H, carries 0.07; number 23, H, carries 0.09; number 24, H, carries 0.12; number 25, H, carries 0.12; number 26, H, carries 0.11; number 27, C, carries 0.00; number 28, C, carries -0.38; number 29, C, carries -0.10; number 30, O, carries 0.09; number 31, C, carries -0.58; number 32, O, carries 0.12; number 33, O, carries 0.12; number 34, H, carries 0.10; number 35, H, carries 0.09; number 36, H, carries 0.09; number 37, H, carries 0.18; number 38, H, carries 0.10; number 39, H, carries 0.10; number 40, C, carries 0.00; number 41, C, carries -0.27; number 42, C, carries -0.04; number 43, O, carries 0.05; number 44, C, carries -0.55; number 45, O, carries 0.15; number 46, O, carries 0.07; number 47, H, carries 0.09; number 48, H, carries 0.09; number 49, H, carries 0.08; number 50, H, carries 0.12; number 51, H, carries 0.11; number 52, H, carries 0.11; number 53, C, carries -0.01; number 54, O, carries -0.02; number 55, C, carries -0.52; number 56, O, carries -0.04; number 57, O, carries 0.03; number 58, C, carries -0.02; number 59, H, carries 0.08; number 60, H, carries 0.10; number 61, H, carries 0.11; number 62, H, carries 0.10; number 63, H, carries 0.08; number 64, H, carries 0.12; number 65, C, carries -0.05; number 66, O, carries -0.02; number 67, C, carries -0.36; number 68, O, carries -0.10; number 69, O, carries 0.00; number 70, C, carries -0.05; number 71, H, carries 0.06; number 72, H, carries 0.11; number 73, H, carries 0.10; number 74, H, carries 0.10; number 75, H, carries 0.10; number 76, H, carries 0.08; number 77, C, carries -0.04; number 78, O, carries 0.05; number 79, C, carries -0.44; number 80, O, carries -0.06; number 81, O, carries 0.00; number 82, C, carries -0.04; number 83, H, carries 0.10; number 84, H, carries 0.06; number 85, H, carries 0.13; number 86, H, carries 0.08; number 87, H, carries 0.09; number 88, H, carries 0.11; number 89, C, carries -0.05; number 90, O, carries 0.01; number 91, C, carries -0.43; number 92, O, carries -0.09; number 93, O, carries -0.01; number 94, C, carries 0.00; number 95, H, carries 0.10; number 96, H, carries 0.09; number 97, H, carries 0.10; number 98, H, carries 0.09; number 99, H, carries 0.07